Here is a cluster of 4 separate species, C37H85NO19P3 in total from the Open Molecules 2025 dataset. Energies are from ωB97M-V/def2-TZVPD.

Last columns: bonded neighbours and bond lengths (Å).
CARTESIAN COORDINATES (ANGSTROEM)
1 H 1.740 2.743 4.521  C111 1.092
2 N 2.465 -0.558 2.543  C34 1.521, C47 1.497, C57 1.481, C140 1.507
3 C -0.129 -2.858 1.669  O68 1.426, H74 1.093, H94 1.088, C102 1.525
4 H -3.254 -0.256 4.293  C10 1.088
5 O 0.392 -6.110 -1.266  P126 1.500
6 H 4.256 -0.169 1.518  C47 1.092
7 H 6.397 8.691 1.784  C20 1.089
8 C 3.294 -5.514 -0.701  C54 1.517, H100 1.091, H123 1.089, H139 1.093
9 H -0.321 -8.940 -4.859  C62 1.089
10 C -3.561 0.677 4.761  H4 1.088, H18 1.090, H22 1.087, C120 1.518
11 C -4.175 1.982 -4.823  H32 1.092, C40 1.515, H99 1.089, O112 1.425
12 H 5.541 -1.317 6.844  C95 1.089
13 O 1.656 0.644 4.357  C57 1.378, C111 1.437
14 H 4.889 6.720 2.249  C29 1.091
15 H -2.291 1.172 -5.491  C40 1.091
16 H 3.070 -3.873 -2.058  C54 1.094
17 H -5.447 -0.922 -0.979  C50 1.095
18 H -3.660 0.516 5.834  C10 1.090
19 H 3.472 4.512 -0.821  C24 1.095
20 C 5.417 8.595 1.319  H7 1.089, C29 1.518, O45 1.432, H96 1.093
21 H 6.331 5.515 -1.271  C80 1.087
22 H -4.525 1.022 4.396  C10 1.087
23 H 5.189 7.411 -4.382  C114 1.092
24 C 4.172 5.246 -1.233  H19 1.095, H46 1.087, C80 1.511, O119 1.432
25 H -3.697 -2.463 0.140  C41 1.093
26 O -1.196 1.205 4.643  C86 1.412, C120 1.432
27 H 0.492 -1.100 3.169  C140 1.089
28 O 4.057 9.320 -1.397  P115 1.475
29 C 4.515 7.743 2.192  H14 1.091, C20 1.518, H88 1.093, H109 1.090
30 H 5.732 4.641 0.121  C80 1.093
31 C -6.737 -1.853 3.150  C38 1.521, H64 1.095, H75 1.095, O142 1.419
32 H -4.363 2.630 -5.682  C11 1.092
33 H -1.514 -9.778 -3.848  C62 1.090
34 C 3.016 -1.685 3.402  N2 1.521, H55 1.086, H58 1.084, C121 1.540
35 C 2.708 -6.458 -5.385  H48 1.091, H79 1.091, H92 1.087, C117 1.510
36 P -5.774 1.209 -2.813  O37 1.593, O70 1.480, O110 1.628, O112 1.626
37 O -7.271 1.747 -2.890  P36 1.593, C135 1.442
38 C -7.773 -0.740 3.175  C31 1.521, H60 1.089, H105 1.087, H128 1.088
39 H 0.659 -9.794 -2.692  C125 1.089
40 C -3.295 0.824 -5.244  C11 1.515, H15 1.091, H124 1.091, H127 1.090
41 C -3.677 -2.053 1.153  H25 1.093, H83 1.094, C104 1.521, O129 1.422
42 C 4.527 1.182 -1.010  O85 1.177, H130 1.100, O144 1.360
43 H -1.501 -8.014 -3.941  C62 1.094
44 H -7.402 2.935 -4.605  C135 1.087
45 O 5.639 8.022 0.026  C20 1.432, P115 1.627
46 H 3.962 5.294 -2.299  C24 1.087
47 C 3.253 -0.523 1.271  N2 1.497, H6 1.092, C84 1.523, H143 1.085
48 H 2.394 -7.404 -5.826  C35 1.091
49 O 2.014 -5.465 -2.752  C54 1.419, P126 1.660
50 C -6.304 -1.082 -1.642  H17 1.095, C78 1.515, O110 1.429, H122 1.090
51 H 3.385 -0.171 6.154  C132 1.089
52 H 7.338 8.305 -3.688  C98 1.091
53 H -1.572 -3.120 0.116  C102 1.096
54 C 2.455 -4.683 -1.653  C8 1.517, H16 1.094, O49 1.419, H133 1.090
55 H 2.205 -2.143 3.960  C34 1.086
56 H -0.170 1.845 3.028  C86 1.103
57 C 2.420 0.760 3.215  N2 1.481, O13 1.378, H116 1.094, H136 1.095
58 H 3.412 -2.476 2.774  C34 1.084
59 H -2.665 2.225 3.554  C120 1.094
60 H -8.628 -1.076 3.760  C38 1.089
61 H -5.451 -3.293 1.359  C104 1.095
62 C -0.865 -8.905 -3.916  H9 1.089, H33 1.090, H43 1.094, C125 1.517
63 H 1.043 -5.399 -6.192  C117 1.091
64 H -6.406 -2.039 4.177  C31 1.095
65 H -0.452 -8.757 -1.800  C125 1.094
66 H 2.556 1.401 0.432  C84 1.093
67 H 4.681 -0.410 4.123  C121 1.089
68 O 1.014 -2.038 1.435  C3 1.426, C140 1.383
69 C -8.346 1.017 -4.977  H101 1.090, H113 1.087, C135 1.510, H145 1.091
70 O -4.441 1.353 -2.187  P36 1.480
71 H -7.537 0.367 -0.609  C78 1.093
72 H 6.587 9.578 -2.743  C98 1.090
73 O 0.507 -6.079 -4.362  C117 1.442, P126 1.621
74 H -0.393 -2.980 2.723  C3 1.093
75 H -7.191 -2.754 2.724  C31 1.095
76 H 0.923 1.814 5.837  C111 1.086
77 H -8.876 2.657 -3.723  C135 1.091
78 C -7.584 -0.672 -0.942  C50 1.515, H71 1.093, H90 1.090, H138 1.091
79 H 3.446 -5.992 -6.040  C35 1.091
80 C 5.586 4.791 -0.952  H21 1.087, C24 1.511, H30 1.093, H81 1.092
81 H 5.784 3.849 -1.469  C80 1.092
82 H -0.587 3.140 4.143  C86 1.092
83 H -3.738 -0.961 1.122  C41 1.094
84 C 2.678 0.349 0.163  C47 1.523, H66 1.093, H137 1.088, O144 1.424
85 O 5.343 1.115 -1.855  C42 1.177
86 C -0.251 2.102 4.098  O26 1.412, H56 1.103, H82 1.092, C111 1.513
87 H 0.521 -0.074 1.760  C140 1.095
88 H 3.500 7.696 1.788  C29 1.093
89 H -2.604 2.515 5.308  C120 1.095
90 H -8.443 -0.757 -1.607  C78 1.090
91 H 4.720 -2.906 6.644  C95 1.089
92 H 3.188 -6.691 -4.439  C35 1.087
93 H 4.818 -2.118 4.413  C121 1.091
94 H 0.124 -3.851 1.305  C3 1.088
95 C 4.589 -1.846 6.852  H12 1.089, H91 1.089, H108 1.089, C132 1.527
96 H 5.004 9.601 1.205  C20 1.093
97 H 4.312 8.758 -3.689  C114 1.088
98 C 6.466 8.960 -3.633  H52 1.091, H72 1.090, C114 1.514, H118 1.090
99 H -3.691 2.597 -4.066  C11 1.089
100 H 4.220 -5.821 -1.187  C8 1.091
101 H -8.862 1.396 -5.860  C69 1.090
102 C -1.372 -2.398 0.915  C3 1.525, H53 1.096, O129 1.406, H134 1.099
103 H 2.668 -1.731 5.980  C132 1.093
104 C -4.876 -2.562 1.937  C41 1.521, H61 1.095, H107 1.097, O142 1.414
105 H -8.109 -0.539 2.161  C38 1.087
106 H 1.820 -4.540 -4.893  C117 1.087
107 H -4.521 -3.072 2.841  C104 1.097
108 H 4.172 -1.794 7.858  C95 1.089
109 H 4.458 8.158 3.199  C29 1.090
110 O -6.090 -0.387 -2.872  P36 1.628, C50 1.429
111 C 1.091 1.900 4.767  H1 1.092, O13 1.437, H76 1.086, C86 1.513
112 O -5.448 1.521 -4.375  C11 1.425, P36 1.626
113 H -7.481 0.445 -5.305  C69 1.087
114 C 5.198 8.137 -3.567  H23 1.092, H97 1.088, C98 1.514, O131 1.430
115 P 4.393 7.936 -1.017  O28 1.475, O45 1.627, O119 1.609, O131 1.624
116 H 3.420 1.173 3.381  C57 1.094
117 C 1.526 -5.532 -5.222  C35 1.510, H63 1.091, O73 1.442, H106 1.087
118 H 6.461 9.606 -4.511  C98 1.090
119 O 3.846 6.484 -0.592  C24 1.432, P115 1.609
120 C -2.515 1.752 4.529  C10 1.518, O26 1.432, H59 1.094, H89 1.095
121 C 4.108 -1.290 4.414  C34 1.540, H67 1.089, H93 1.091, C132 1.541
122 H -6.346 -2.144 -1.886  C50 1.090
123 H 2.775 -6.423 -0.402  C8 1.089
124 H -3.716 0.330 -6.121  C40 1.091
125 C 0.094 -8.864 -2.742  H39 1.089, C62 1.517, H65 1.094, O141 1.431
126 P 0.552 -6.251 -2.751  O5 1.500, O49 1.660, O73 1.621, O141 1.643
127 H -3.224 0.072 -4.458  C40 1.090
128 H -7.324 0.144 3.621  C38 1.088
129 O -2.460 -2.395 1.806  C41 1.422, C102 1.406
130 H 4.490 1.983 -0.256  C42 1.100
131 O 5.136 7.385 -2.352  C114 1.430, P115 1.624
132 C 3.615 -1.197 5.871  H51 1.089, C95 1.527, H103 1.093, C121 1.541
133 H 1.617 -4.209 -1.143  C54 1.090
134 H -1.229 -1.421 0.433  C102 1.099
135 C -7.968 2.170 -4.079  O37 1.442, H44 1.087, C69 1.510, H77 1.091
136 H 1.930 1.460 2.530  C57 1.095
137 H 1.705 0.006 -0.182  C84 1.088
138 H -7.748 -1.301 -0.066  C78 1.091
139 H 3.546 -4.942 0.197  C8 1.093
140 C 1.032 -0.914 2.242  N2 1.507, H27 1.089, O68 1.383, H87 1.095
141 O 1.057 -7.811 -2.858  C125 1.431, P126 1.643
142 O -5.655 -1.448 2.326  C31 1.419, C104 1.414
143 H 3.383 -1.519 0.861  C47 1.085
144 O 3.541 0.248 -0.965  C42 1.360, C84 1.424
145 H -9.008 0.327 -4.453  C69 1.091

Computed properties:
- electronic energy (eV) = -108000.5302
- charge = +1
- LUMO level (eV) = -2.5

Here is a cluster of 2 separate species, C3H10N2O in total from the Open Molecules 2025 dataset. Energies are from ωB97M-V/def2-TZVPD.

Last columns: bonded neighbours and bond lengths (Å).
CARTESIAN COORDINATES (ANGSTROEM)
1 N -0.530 -0.165 1.115  H6 1.014, H12 1.005, C16 1.420
2 H -2.651 0.256 -0.188  C7 1.092
3 H 0.992 -1.878 1.359  N9 1.003
4 H 3.235 5.667 -0.404  O15 0.967
5 C -0.344 -2.202 -0.136  H8 1.075, N9 1.419, C16 1.351
6 H 0.416 0.095 0.856  N1 1.014
7 C -2.413 -0.795 -0.362  H2 1.092, H13 1.093, H14 1.089, C16 1.511
8 H -0.425 -2.458 -1.177  C5 1.075
9 N 0.827 -2.516 0.602  H3 1.003, C5 1.419, H10 1.004
10 H 0.980 -3.498 0.746  N9 1.004
11 H 3.756 5.098 -1.706  O15 0.963
12 H -1.044 0.696 1.054  N1 1.005
13 H -3.199 -1.348 0.159  C7 1.093
14 H -2.476 -0.951 -1.437  C7 1.089
15 O 3.979 5.171 -0.772  H4 0.967, H11 0.963
16 C -1.103 -1.169 0.291  N1 1.420, C5 1.351, C7 1.511

Computed properties:
- electronic energy (eV) = -8299.5858
- energy above the lowest of the compared OMol25 structures with the same formula, charge and spin (kJ/mol) = 185.1
- LUMO level (eV) = 0.9

Here is a cluster of 2 separate species, C2H5FN2O3 in total from the Open Molecules 2025 dataset. Energies are from ωB97M-V/def2-TZVPD.

Last columns: bonded neighbours and bond lengths (Å).
CARTESIAN COORDINATES (ANGSTROEM)
1 H -1.564 0.381 1.352  C10 1.100
2 O -2.067 -1.263 0.187  C10 1.393, H11 0.967
3 N 1.284 -0.374 0.336  N12 1.348, F13 1.376
4 C -0.633 0.529 -0.551  H8 1.079, H9 1.078, C10 1.455
5 H -2.608 0.646 -0.046  C10 1.108
6 O 2.103 1.601 0.228  N12 1.214
7 O 3.398 -0.084 -0.210  N12 1.205
8 H -0.440 -0.006 -1.468  C4 1.079
9 H -0.238 1.527 -0.449  C4 1.078
10 C -1.721 0.081 0.304  H1 1.100, O2 1.393, C4 1.455, H5 1.108
11 H -1.298 -1.809 0.400  O2 0.967
12 N 2.340 0.420 0.069  N3 1.348, O6 1.214, O7 1.205
13 F 1.445 -1.651 -0.151  N3 1.376

Computed properties:
- electronic energy (eV) = -13987.1476
- energy above the lowest of the compared OMol25 structures with the same formula, charge and spin (kJ/mol) = 437.1
- LUMO level (alpha / beta) (eV) = -1.7 / -1.7

Here is an isolated molecule of C4H9N3O2 from the Open Molecules 2025 dataset. Energies are from ωB97M-V/def2-TZVPD.

Last columns: bonded neighbours and bond lengths (Å).
CARTESIAN COORDINATES (ANGSTROEM)
1 H -1.554 -1.714 -0.857  C15 1.036
2 H 0.479 0.749 2.639  C7 1.126
3 H -1.620 -0.306 0.836  C18 1.136
4 H 0.138 1.919 1.128  C7 1.127
5 N 0.322 -1.058 -1.300  H12 1.024, C13 1.399, C15 1.542
6 H 1.744 0.295 -1.007  C13 1.074
7 C 0.694 1.047 1.575  H2 1.126, H4 1.127, N11 1.429, H14 1.112
8 H -0.263 -2.786 -0.181  C15 1.102
9 H -0.559 -1.349 1.875  C18 1.078
10 N -0.187 1.426 -1.366  C13 1.746, O16 1.206, O17 1.214
11 N 0.572 -0.086 0.712  C7 1.429, C13 1.408, C18 1.466
12 H 0.018 -0.628 -2.178  N5 1.024
13 C 0.739 0.120 -0.670  N5 1.399, H6 1.074, N10 1.746, N11 1.408
14 H 1.765 1.350 1.560  C7 1.112
15 C -0.656 -1.770 -0.343  H1 1.036, N5 1.542, H8 1.102, C18 1.533
16 O -0.006 2.591 -1.114  N10 1.206
17 O -0.981 1.080 -2.217  N10 1.214
18 C -0.643 -0.882 0.907  H3 1.136, H9 1.078, N11 1.466, C15 1.533

Computed properties:
- electronic energy (eV) = -12855.2829
- energy above the lowest of the compared OMol25 structures with the same formula, charge and spin (kJ/mol) = 448.1
- LUMO level (eV) = 0.7

> electronic energy of number 2 (C3H10N2O)?

-8299.5858 eV

> electronic energy of number 1 (C37H85NO19P3)?

-108000.5302 eV

> Look up the electronic energy of the first one.

-108000.5302 eV

> Number 1 is which compound?

C37H85NO19P3